# 1
Computed, not measured: a molecular structure, C48H50N3NaOP2SSeSi2, with ωB97M-V with the def2-TZVPD basis set.

The geometry in XYZ format:
```
109
Properties=species:S:1:pos:R:3:forces:R:3:lowdin_charge:R:1
Na 0.6523 -2.1554 1.2991 0.053 0.085 -0.440 0.2395
O -0.2499 2.0895 -1.9299 1.128 -0.240 0.618 -0.5465
S 0.1929 1.7845 -0.5137 -2.373 1.302 -1.982 0.9079
C 1.4493 3.0022 -0.0074 -1.863 0.327 -0.153 -0.3938
C 1.2465 4.3799 -0.0909 0.444 -0.455 -0.282 -0.0546
C 2.3138 5.1909 0.2373 0.074 0.677 -0.296 -0.0692
C 3.4584 4.6313 0.8260 1.452 1.224 -0.196 -0.0660
C 3.5919 3.2622 0.9600 -0.385 0.154 -0.251 -0.0664
C 2.5836 2.4230 0.4561 0.665 0.296 0.709 -0.3673
P 2.6077 0.6372 0.1881 0.301 -1.452 2.166 1.0233
C 3.4094 0.6761 -1.3670 -0.012 0.798 -2.427 -0.3795
C 2.6454 0.3262 -2.5300 1.017 0.318 1.081 -0.0734
C 3.1257 0.6787 -3.7748 1.199 -0.128 -0.732 -0.0579
C 4.4128 1.2647 -3.9273 -1.491 -1.275 1.556 -0.0579
C 5.1756 1.4333 -2.7830 1.348 0.827 -0.007 -0.0874
C 4.6629 1.3093 -1.5001 -1.184 -0.958 -0.674 -0.0871
C 3.9996 0.2277 1.2649 -0.361 -0.927 -0.166 -0.4137
C 5.0039 -0.5736 0.7555 1.181 -0.904 -0.528 -0.1055
C 6.1119 -0.9191 1.5517 -1.141 1.364 0.340 -0.0522
C 6.1791 -0.3413 2.8135 -1.653 0.022 0.247 -0.0828
C 5.0756 0.3161 3.4139 0.169 -0.729 0.014 -0.0716
C 3.9508 0.4901 2.6308 0.503 0.573 0.413 -0.1298
C -1.2424 2.4550 0.3730 -0.975 1.275 0.754 -0.3394
C -1.0090 3.0723 1.6121 -1.836 -0.078 -0.480 -0.0850
C -2.0591 3.6716 2.3477 0.907 -1.179 -1.393 -0.0617
C -3.3421 3.6668 1.8078 -0.767 0.440 0.110 -0.0796
C -3.5782 3.2453 0.4898 1.272 -0.818 0.396 -0.0705
C -2.5449 2.5474 -0.2088 -0.193 0.728 1.077 -0.3311
P -3.0379 1.4622 -1.5720 0.353 -1.405 -0.918 1.0942
C -4.0514 2.4336 -2.7521 0.132 -0.535 1.096 -0.3820
C -3.4595 2.6385 -3.9775 0.781 -0.142 -1.012 -0.0977
C -4.1079 3.4499 -4.9062 1.846 -0.467 -1.544 -0.1070
C -5.2667 4.0870 -4.6106 -0.644 1.584 -0.377 -0.1156
C -5.8391 3.9091 -3.3700 -0.891 -0.875 1.539 -0.0777
C -5.3073 2.9645 -2.4743 -0.490 0.818 -0.552 -0.1022
C -4.3531 0.5121 -0.7513 -2.293 -0.290 2.194 -0.3361
C -4.5039 0.3202 0.6878 2.127 -0.036 -1.731 -0.1007
C -5.5769 -0.2815 1.3157 0.731 -0.133 -0.415 -0.1175
C -6.5873 -0.7603 0.4968 -1.134 -0.584 -1.116 -0.0913
C -6.4843 -0.6725 -0.9310 -0.595 -0.419 1.675 -0.0841
C -5.4273 -0.0146 -1.5142 1.029 0.563 -0.015 -0.1292
H 0.3063 4.7317 -0.4783 -0.096 0.312 -0.158 0.1229
H 2.3110 6.2580 -0.0507 -0.162 -0.629 0.572 0.1167
H 4.3476 5.3309 1.0551 -1.599 -1.307 -0.155 0.1370
H 4.4696 2.8390 1.4001 0.437 -0.149 0.137 0.0983
H 1.7126 -0.2266 -2.4315 0.171 0.221 0.081 0.0771
H 2.6242 0.3218 -4.6701 -0.258 0.399 0.118 0.1074
H 4.8069 1.4690 -4.8896 0.326 0.060 -0.710 0.0900
H 6.2473 1.6633 -2.8707 -0.546 0.373 -0.123 0.1096
H 5.2023 1.6350 -0.6129 0.096 -0.209 -0.375 0.1079
H 4.9606 -0.9469 -0.2969 0.005 0.427 1.088 0.1270
H 6.9059 -1.5389 1.1977 0.325 -0.259 -0.256 0.0990
H 6.9905 -0.5173 3.4325 1.685 -0.368 0.947 0.0720
H 5.0257 0.5716 4.5070 0.403 -0.236 -1.300 0.1189
H 3.0736 0.8961 3.1077 -0.342 0.308 -0.202 0.0940
H -0.0135 3.0375 1.9549 0.909 0.233 0.780 0.0845
H -1.8090 4.1031 3.2929 -0.227 0.129 0.532 0.0943
H -4.1948 3.9480 2.4594 0.615 0.236 -0.684 0.1146
H -4.5686 3.3270 0.0187 0.547 -0.137 0.458 0.1002
H -2.5028 2.1192 -4.2362 -0.873 0.695 0.393 0.1204
H -3.6601 3.6556 -5.9096 -0.284 -0.450 0.986 0.1196
H -5.6239 4.7962 -5.3750 -0.247 -0.364 0.696 0.1138
H -6.7219 4.4205 -2.9736 0.073 -0.024 -0.807 0.1059
H -5.9368 2.6388 -1.6261 0.780 0.429 -0.249 0.1132
H -3.6127 0.4748 1.3129 -0.403 0.546 -0.241 0.1009
H -5.4185 -0.4197 2.4012 -0.925 -0.040 -0.660 0.1034
H -7.4989 -1.2296 0.8994 0.606 0.154 -0.077 0.0991
H -7.2462 -1.1484 -1.5729 0.335 0.469 0.540 0.1087
H -5.4480 0.1476 -2.5895 0.155 -0.202 0.068 0.1069
Se -3.0863 -3.2253 3.0941 1.611 1.936 1.085 1.1376
N -3.2661 -2.0467 4.4966 -0.498 -0.925 -0.737 -0.2237
C -2.1502 -1.3810 4.6932 0.347 -1.413 -2.360 -0.3762
C -1.9307 -0.3902 5.6880 1.900 0.370 0.349 0.0245
C -0.6112 0.0560 5.7675 -1.759 -0.674 -0.197 -0.0460
C 0.3359 -0.3235 4.7906 1.164 -1.633 -2.115 -0.0978
N 0.1753 -1.1747 3.7388 -0.635 1.270 2.075 0.1094
C -1.0699 -1.7656 3.7061 -0.433 -0.572 -0.703 -0.3993
N -1.3486 -2.7180 2.7409 -1.023 1.873 2.778 -0.2257
H -2.7090 -0.0586 6.3821 0.271 -0.325 -0.335 0.1268
H -0.2374 0.6642 6.5712 -0.238 0.371 0.105 0.1034
H 1.3641 0.0725 4.9028 -0.707 -0.181 -0.240 0.1130
C -0.9986 -1.4596 -1.7780 -0.939 0.370 0.145 -0.2201
Si -0.3091 -3.1801 -1.7558 1.025 -0.763 0.043 0.2668
C -1.6387 -4.2654 -0.9336 0.420 -0.545 1.023 -0.1803
C -0.1687 -3.5437 -3.5743 2.053 0.549 0.361 -0.1956
C 1.3655 -3.1866 -1.0812 0.666 -0.415 1.380 -0.3556
Si 2.3414 -4.3512 0.0032 -1.475 -0.040 -0.601 0.3936
C 3.9034 -5.1355 -0.7467 -0.617 0.909 -0.479 -0.1895
C 1.3995 -5.9008 0.6130 -0.751 0.285 -1.281 -0.2023
C 2.7408 -3.5268 1.6739 -0.146 -1.068 0.219 -0.2004
H -2.0611 -1.4482 -2.1231 0.775 0.204 -0.019 0.0356
H -0.3739 -0.7826 -2.3760 -0.387 -0.077 -0.009 0.0183
H -1.0168 -1.0488 -0.7641 -0.069 0.145 0.158 -0.0013
H -2.4655 -4.3880 -1.6645 0.337 -0.180 0.632 0.0293
H -2.0067 -3.7219 -0.0254 -0.016 -0.286 -0.693 -0.0066
H -1.2406 -5.2559 -0.5238 -0.631 1.143 -0.905 0.0326
H -1.1097 -3.5964 -4.0251 -1.321 -0.209 -1.272 -0.0047
H 0.5349 -4.3412 -3.8141 -0.548 -0.540 0.081 0.0254
H 0.4241 -2.6770 -3.9356 -0.651 -0.027 -0.056 0.0308
H 1.9491 -2.4508 -1.6812 -0.041 -0.395 0.466 -0.0319
H 3.6535 -5.1456 -1.8183 0.195 -0.422 0.184 0.0224
H 4.2688 -6.1089 -0.3939 -0.151 0.435 0.010 0.0289
H 4.6343 -4.3402 -0.6619 0.764 -0.079 0.072 0.0015
H 1.0743 -6.4798 -0.2795 0.194 0.183 0.493 0.0387
H 0.5167 -5.7401 1.2146 -0.541 0.401 0.086 0.0030
H 1.9924 -6.5399 1.2259 0.904 -0.521 0.342 0.0074
H 2.9330 -2.4785 1.7003 0.187 0.966 -0.055 -0.0087
H 3.6345 -4.0027 2.0143 0.909 -0.293 0.456 0.0232
H 2.0083 -3.8107 2.4473 -0.079 0.208 -0.182 0.0366
```
Forces are in eV/Å.

total charge: 0
spin multiplicity: 1
frontier orbital gap: 3.38 eV
max |F|: 3.5 eV Å⁻¹

***

# 2
Computed, not measured: 5 unconnected molecules or ions with the total composition C2H16N2O4, with ωB97M-V with the def2-TZVPD basis set.

The geometry in XYZ format:
```
24
Properties=species:S:1:pos:R:3:forces:R:3:lowdin_charge:R:1
N 0.2709 -1.1629 0.8563 0.849 1.634 0.464 -0.0202
C 1.6411 -0.8318 0.4881 1.642 -2.001 -0.746 -0.2557
C 2.0132 -1.2352 -1.0797 0.030 -0.247 2.340 -0.2346
N 0.9220 -2.0737 -1.5736 0.461 1.285 -0.360 -0.0211
H 0.0390 -2.1102 0.6177 0.040 -0.090 -0.296 0.0533
H -0.3038 -0.5332 0.3077 -0.536 -0.292 0.113 0.0516
H 2.3521 -1.5111 1.0239 -0.787 0.446 0.084 0.0928
H 1.9778 0.1670 0.8162 -0.602 -0.112 -0.533 0.0856
H 2.2946 -0.3767 -1.6682 -0.604 0.416 -0.459 0.0840
H 2.9539 -1.8060 -1.0320 -0.339 0.006 0.050 0.0906
H 0.4869 -1.5845 -2.3528 0.067 -0.975 -0.118 0.0589
H 1.2275 -3.0193 -1.7203 -0.189 0.014 -0.691 0.0698
O -2.0080 -1.2484 -3.0249 0.755 -0.872 1.359 -0.0885
H -1.6408 -1.7582 -2.2420 -0.753 0.980 -1.302 0.0469
H -2.4037 -0.4576 -2.6391 0.040 -0.105 0.074 0.0301
O -2.0724 1.7365 0.2601 -0.464 -0.299 -0.162 -0.0706
H -1.3852 2.1781 -0.2412 0.139 -0.098 0.102 0.0023
H -1.6731 1.5345 1.1165 0.058 0.100 0.010 -0.0062
O 0.2807 2.9044 0.8380 0.460 1.013 0.076 -0.0677
H -0.1809 3.7552 0.7634 -0.204 -0.399 -0.063 0.0641
H 1.0509 3.1845 1.3480 0.127 -0.358 -0.016 0.0540
O -0.5186 1.0546 2.9660 0.382 0.144 0.280 -0.0649
H -0.2665 0.6953 3.8233 -0.324 -0.047 0.054 0.0447
H 0.2622 0.8552 2.4353 -0.247 -0.142 -0.261 0.0008
```
Forces are in eV/Å.

SMILES string: NCCN.O.O.O.O
energy relative to the best compared isomer or geometry (same formula, charge and spin): 46.7 kcal/mol
total charge: 0
spin multiplicity: 1
frontier orbital gap: 9.41 eV
max |F|: 2.7 eV Å⁻¹

***

# 3
Computed, not measured: a molecular structure, C26H51BrN9O3P2SSiTi, with ωB97M-V with the def2-TZVPD basis set.

The geometry in XYZ format:
```
95
Properties=species:S:1:pos:R:3:forces:R:3:lowdin_charge:R:1
Ti 0.2802 0.4392 1.1678 -1.520 -0.237 -1.609 0.7896
C -2.7242 1.7736 3.7904 0.200 -0.228 -0.052 0.0031
C -1.6916 0.9483 3.0831 -0.306 0.267 0.574 -0.2472
N -0.5629 1.4976 2.5888 -0.670 0.287 0.996 -0.1170
N -0.4335 2.8571 2.7719 -0.263 0.952 0.194 -0.0256
C 0.6399 3.4529 3.3372 -0.140 -0.262 -0.028 -0.8841
N 0.6201 4.8123 3.3455 -0.245 0.077 -0.122 0.0825
S 1.9244 2.6233 3.9574 0.374 -0.007 0.479 0.6962
C -1.7886 -0.4501 2.9129 -0.004 -0.121 0.146 -0.2123
C -2.7531 -1.2840 3.5306 -0.019 0.087 -0.086 0.0031
C -2.5872 -2.6408 3.5174 0.059 0.244 -0.090 -0.0546
C -1.4767 -3.1800 2.8479 0.229 0.199 -0.084 -0.0758
C -0.6347 -2.3267 2.1680 -0.095 -0.794 0.158 -0.1834
N -0.7696 -1.0029 2.1771 -0.695 -0.199 0.867 -0.0723
H -2.2519 2.4791 4.4741 -0.005 0.015 0.016 0.0928
H -3.3239 2.3338 3.0713 -0.087 0.105 -0.026 0.0740
H -3.4007 1.1526 4.3659 -0.059 -0.016 0.031 0.0729
H -1.2505 3.4216 2.5558 0.303 -0.153 -0.130 0.0952
H -0.2503 5.3104 3.2541 -0.028 0.062 -0.056 0.0982
H 1.3440 5.2517 3.8897 -0.070 -0.064 0.008 0.0853
H -3.5960 -0.8445 4.0377 -0.049 0.028 0.069 0.1055
H -3.2912 -3.2864 4.0222 -0.040 -0.011 0.026 0.1124
H -1.2978 -4.2406 2.8632 0.104 -0.155 -0.111 0.1022
H 0.1970 -2.7226 1.5920 -0.063 0.076 0.004 0.0990
C -0.7849 -4.6431 -1.9070 0.267 -0.076 -0.026 -0.1060
N -1.3421 -3.5934 -1.0782 -0.151 0.683 -0.496 -0.2856
C -2.4033 -4.0454 -0.1987 -0.233 0.021 0.214 -0.0925
P -1.3636 -1.9959 -1.5095 0.140 -0.522 -0.753 0.5425
O -1.5196 -1.0556 -0.3997 -0.385 0.201 0.000 -0.2571
O 0.1539 -1.8064 -2.1893 -0.320 0.063 0.238 -0.2563
P 1.4782 -1.5315 -1.3353 0.347 -0.416 -1.162 0.5372
O 1.1966 -0.9482 -0.0018 0.476 -0.575 -0.384 -0.3549
N 2.3726 -0.6250 -2.4227 -0.614 -0.532 0.916 -0.2751
C 1.7804 0.4676 -3.1713 -0.233 0.109 -0.218 -0.0833
C 3.7353 -0.3445 -2.0012 0.276 -0.051 -0.023 -0.0766
N 2.2027 -3.0014 -1.1470 0.001 0.900 0.047 -0.2880
C 2.6800 -3.7121 -2.3151 -0.088 -0.107 -0.205 -0.0986
C 2.9523 -3.2758 0.0633 -0.033 -0.072 0.340 -0.0945
N -2.4186 -1.7188 -2.7565 0.573 -0.276 0.652 -0.2850
C -2.6822 -2.6616 -3.8260 0.006 -0.188 -0.018 -0.0820
C -2.6593 -0.3330 -3.1052 -0.029 0.231 0.059 -0.0979
H -1.5672 -5.2502 -2.3752 0.029 0.057 0.017 0.0864
H -0.1709 -5.2998 -1.2860 0.024 -0.041 -0.055 0.0925
H -0.1610 -4.2072 -2.6808 0.085 -0.110 -0.097 0.0690
H -3.2281 -4.5048 -0.7548 0.039 0.019 -0.032 0.0936
H -2.7783 -3.1925 0.3623 -0.086 -0.113 0.123 0.0771
H -1.9974 -4.7827 0.4981 -0.089 0.054 -0.007 0.0875
H 0.7256 0.2665 -3.3455 0.013 0.086 -0.060 0.0723
H 2.2836 0.5494 -4.1377 -0.027 0.035 0.038 0.0964
H 1.8813 1.4232 -2.6419 -0.050 -0.064 -0.015 0.0832
H 4.0800 -1.1262 -1.3287 0.177 -0.071 0.022 0.0753
H 3.8218 0.6140 -1.4765 -0.094 -0.054 -0.013 0.0749
H 4.3882 -0.3153 -2.8753 0.027 -0.038 0.025 0.0990
H 2.1731 -3.3305 -3.1988 0.040 -0.150 -0.112 0.0817
H 2.4710 -4.7778 -2.1998 0.017 0.014 -0.089 0.0909
H 3.7589 -3.5814 -2.4437 -0.004 0.021 -0.039 0.0915
H 2.6340 -2.5932 0.8478 0.072 -0.117 0.058 0.0245
H 4.0280 -3.1549 -0.1000 0.028 -0.022 0.005 0.0886
H 2.7651 -4.3006 0.3863 0.036 -0.037 0.031 0.0959
H -2.6656 -3.6776 -3.4421 -0.036 -0.051 -0.048 0.0641
H -1.9574 -2.5789 -4.6439 -0.015 0.022 0.013 0.0947
H -3.6795 -2.4672 -4.2295 0.085 -0.028 0.050 0.0957
H -2.3894 0.2727 -2.2450 -0.069 0.223 -0.089 0.0385
H -3.7194 -0.1859 -3.3249 0.051 0.026 -0.004 0.1002
H -2.0702 -0.0287 -3.9770 -0.003 0.028 0.000 0.0940
C 4.5508 3.6908 -0.2760 -0.080 0.120 -0.013 -0.0296
C 4.0278 2.5610 0.5575 0.653 -0.110 0.369 -0.2546
C 4.8603 1.8904 1.4638 -1.017 -0.309 -0.183 0.0149
C 4.3147 0.8423 2.1970 0.475 0.423 -0.203 -0.0981
C 2.9826 0.5572 2.0420 -0.973 -0.125 -0.471 -0.7448
Br 2.2162 -0.8544 3.0651 0.456 0.266 0.048 0.9322
N 2.1253 1.1854 1.2000 3.851 1.101 0.285 -0.1018
C 2.7110 2.1711 0.4531 -0.719 -0.530 0.377 -0.0754
H 5.6285 3.6143 -0.3898 0.068 0.031 -0.054 0.0841
H 4.3304 4.6474 0.2004 0.021 0.015 0.004 0.0951
H 4.0950 3.7063 -1.2654 0.000 -0.010 -0.029 0.0831
H 5.8948 2.1608 1.5818 0.203 0.073 -0.010 0.1253
H 4.9144 0.2745 2.8885 -0.016 -0.073 0.112 0.1140
H 2.0794 2.6756 -0.2684 -0.078 -0.112 0.138 0.1094
C -2.3601 3.3746 -2.2110 0.050 -0.395 0.627 -0.1824
Si -2.2072 2.6581 -0.4279 -0.096 0.286 -0.293 0.5204
C -3.6642 1.4675 -0.0643 0.541 0.317 -0.059 -0.1681
C -2.3943 4.2604 0.6420 0.152 -0.624 -0.246 -0.1804
C -0.5226 1.8198 -0.2244 -0.408 0.185 -0.320 -0.3234
H -3.2955 3.9093 -2.3485 -0.239 0.070 0.076 0.0258
H -2.3138 2.6134 -2.9838 0.044 -0.218 -0.126 0.0030
H -1.5611 4.0845 -2.4137 0.186 0.081 0.070 0.0263
H -4.2505 1.2828 -0.9586 -0.109 -0.023 -0.214 0.0191
H -4.3521 1.8455 0.6862 -0.070 0.197 0.148 0.0209
H -3.2843 0.5097 0.2835 0.068 -0.122 0.020 0.0021
H -2.9474 5.0033 0.0740 -0.137 0.040 -0.141 0.0293
H -1.4338 4.7127 0.8805 0.190 0.048 -0.014 0.0148
H -2.9535 4.1092 1.5633 -0.072 -0.071 0.192 0.0092
H 0.1970 2.6464 -0.2043 -0.030 0.131 -0.006 -0.0123
H -0.3182 1.2549 -1.1485 -0.069 0.111 -0.159 -0.0119
```
Forces are in eV/Å.

energy relative to the best compared isomer or geometry (same formula, charge and spin): 32.9 kcal/mol
total charge: +1
spin multiplicity: 3
frontier orbital gap (spin up / spin down): 6.02 / 7.60 eV
max |F|: 4.0 eV Å⁻¹
expectation value of S²: 2.0206